Record 1
{
  "formula": "C2H7N2S3",
  "method": "ωB97M-V/def2-TZVPD",
  "symbols": ["C", "C", "N", "N", "S", "S", "S", "H", "H", "H", "H", "H", "H", "H"],
  "coordinates": [[-3.440428, 0.385839, -0.561835], [3.004761, -0.493759, 0.472364], [-2.644676, 1.358523, -0.495461], [2.784459, -1.500740, -0.337222], [3.022342, 1.113371, -0.076320], [-1.281406, 1.442918, 0.424099], [-3.334758, -1.149706, 0.294835], [-4.283848, 0.488086, -1.224339], [3.184886, -0.708215, 1.516186], [3.273090, 1.681318, 1.110083], [2.792007, -2.454825, -0.006458], [2.598601, -1.352134, -1.320562], [-1.104650, 2.751064, 0.184089], [-4.570382, -1.561740, 0.020543]],
  "forces_ev_per_a": [[0.0, -0.2, 0.2], [-0.1, -0.2, -0.7], [-0.7, 0.3, -0.8], [0.2, 0.8, 0.6], [-0.1, -0.3, -0.1], [0.6, -0.1, 0.6], [0.4, 0.1, 0.2], [-0.3, 0.0, -0.1], [0.0, -0.1, 0.1], [0.0, -0.1, 0.1], [0.0, 0.0, 0.1], [0.0, 0.0, -0.1], [0.2, -0.1, 0.1], [-0.2, 0.0, -0.1]],
  "charge": 1,
  "multiplicity": 1,
  "orbital_gap_ev": 6.02,
  "de_lowest_ev": 0.439,
  "lumo_energy_ha": -0.1907,
  "e_tot_ev": -37665.209
}


Record 2
{
  "formula": "C20H27Si",
  "method": "ωB97M-V/def2-TZVPD",
  "symbols": ["C", "Si", "C", "C", "C", "C", "C", "H", "C", "H", "H", "H", "H", "H", "H", "H", "H", "H", "H", "H", "H", "H", "H", "H", "C", "C", "C", "C", "C", "C", "C", "C", "C", "C", "C", "C", "C", "H", "H", "H", "H", "H", "H", "H", "H", "H", "H", "H"],
  "coordinates": [[2.959218, -2.764239, -3.468616], [1.369212, -1.867661, -3.047940], [1.720076, -0.379080, -1.965596], [0.472092, -1.338738, -4.621801], [-0.970287, -0.958821, -4.297392], [-1.754899, -2.093255, -3.603593], [-1.239690, -2.422553, -2.185789], [-1.944816, -3.085875, -1.665149], [0.160626, -3.030173, -2.183114], [2.749551, -3.627540, -4.095066], [3.632125, -2.098008, -4.002558], [3.448578, -3.101171, -2.558289], [0.798956, 0.137342, -1.712220], [2.205443, -0.693506, -1.046435], [2.374796, 0.314459, -2.484973], [1.027761, -0.517282, -5.082325], [0.510951, -2.181896, -5.315410], [-0.962470, -0.079814, -3.639771], [-1.492523, -0.630673, -5.207348], [-2.827579, -1.855999, -3.576293], [-1.677152, -2.997544, -4.220815], [-1.223617, -1.499726, -1.591301], [0.179888, -3.978658, -2.724779], [0.528777, -3.228366, -1.172833], [-0.405729, 1.092869, 2.518434], [-1.698968, 1.371600, 3.032613], [-2.786241, 0.651610, 2.486473], [-4.077394, 0.899367, 2.881366], [-4.345308, 1.869897, 3.829646], [-3.302668, 2.568523, 4.411113], [-2.003955, 2.312858, 4.040548], [0.876910, 1.651594, 2.754621], [1.973943, 1.078791, 2.071600], [3.249750, 1.554055, 2.243879], [3.493567, 2.606191, 3.108271], [2.441781, 3.197660, 3.784271], [1.156969, 2.746568, 3.600771], [-0.400153, 0.307796, 1.781653], [-2.592755, -0.103865, 1.743262], [-4.888309, 0.336667, 2.450213], [-5.362944, 2.071149, 4.120846], [-3.514851, 3.317770, 5.157727], [-1.221426, 2.808319, 4.577101], [1.798669, 0.255625, 1.399186], [4.066595, 1.110781, 1.699419], [4.498730, 2.970123, 3.243052], [2.635233, 4.021383, 4.453443], [0.363532, 3.281436, 4.079911]],
  "forces_ev_per_a": [[-0.3, 0.3, 0.2], [-0.1, -0.5, -0.5], [-0.1, -0.1, -0.1], [0.4, -0.1, 0.5], [-0.4, 0.1, 0.0], [0.1, 0.0, 0.0], [-0.4, 0.0, 0.0], [0.0, 0.1, -0.2], [0.5, 0.3, -0.2], [0.0, -0.1, -0.1], [0.2, 0.0, -0.1], [0.2, -0.1, 0.1], [-0.2, 0.2, 0.1], [0.2, 0.0, 0.2], [0.1, 0.2, 0.0], [-0.1, 0.0, -0.1], [-0.1, 0.0, -0.1], [-0.1, 0.0, 0.0], [0.0, -0.2, 0.2], [0.3, 0.1, 0.1], [0.0, 0.0, 0.0], [-0.1, 0.1, 0.0], [-0.1, -0.1, 0.0], [-0.1, -0.1, 0.1], [0.0, 0.4, 0.3], [0.0, 0.0, 0.1], [0.2, 0.0, -0.1], [-0.2, -0.3, -0.2], [-0.1, -0.1, -0.2], [0.3, 0.3, 0.2], [0.0, 0.0, 0.2], [-0.1, 0.1, 0.0], [-0.2, -0.2, -0.1], [0.2, -0.2, -0.2], [0.1, -0.2, -0.1], [-0.3, 0.2, 0.3], [0.0, 0.2, 0.1], [0.0, -0.3, -0.2], [0.0, -0.1, -0.2], [-0.1, -0.1, -0.1], [-0.1, 0.0, 0.1], [0.1, 0.0, 0.1], [0.0, 0.2, 0.1], [0.0, -0.2, -0.1], [0.1, -0.1, -0.1], [0.1, 0.1, 0.0], [-0.1, 0.1, 0.0], [0.0, 0.1, 0.1]],
  "charge": 1,
  "multiplicity": 1,
  "orbital_gap_ev": 5.35,
  "de_lowest_ev": 0.000,
  "lumo_energy_ha": -0.2214,
  "e_tot_ev": -29049.458
}